Arrangement one

Computed, not measured: a 7-piece molecular cluster, H14O7 overall, with ωB97M-V/def2-TZVPD.

Positions of all 21 atoms, in Å:
O (-2.24250, -0.33369, 1.09849)
O (-0.67588, 1.67726, -6.05723)
O (-0.91779, 0.32007, -2.17132)
O (5.18155, 0.50025, 2.78817)
H (-1.27462, -0.54214, 1.17949)
H (-2.76581, -1.09267, 0.85022)
H (-1.15398, 1.27094, -6.74309)
H (-1.15922, 1.36209, -5.26128)
H (-0.60922, 0.32619, -1.30512)
H (-1.40252, 1.15395, -2.27753)
H (5.56869, 0.74044, 3.59338)
H (5.73782, 0.69198, 2.10069)
O (0.42308, -0.36844, 0.49168)
O (-2.21243, -3.61076, 1.44068)
O (0.52426, 1.95582, 2.13560)
H (-2.58613, -4.02231, 2.22730)
H (-2.80623, -4.00456, 0.64152)
H (0.96079, -1.05795, 0.91383)
H (0.50743, 0.46441, 1.21642)
H (-0.28773, 2.28364, 2.22461)
H (0.62835, 1.30182, 2.83092)

Summary:
2S+1	1
charge	0
Kohn-Sham gap	10.9	eV

Mulliken charges, unit e, in atom order: -0.66 -0.62 -0.60 -0.61 0.39 0.30 0.31 0.31 0.30 0.31 0.31 0.30 -0.78 -0.66 -0.66 0.32 0.34 0.33 0.39 0.32 0.36

Arrangement two

Computed, not measured: a 7-piece molecular cluster, H14O7 overall, with ωB97M-V/def2-TZVPD.

Positions of all 21 atoms, in Å:
O (0.90590, -2.82633, 5.73837)
H (0.06363, -3.25217, 5.89796)
H (0.68394, -1.91019, 5.57207)
O (-1.77642, 3.92540, -0.09835)
H (-1.87534, 4.21906, 0.80730)
H (-1.45042, 3.02837, -0.02554)
O (-1.17172, -0.62059, -5.04264)
H (-2.00944, -0.80829, -4.61931)
H (-0.76201, 0.03848, -4.48227)
O (0.70949, 3.21060, -3.53394)
H (0.40135, 2.80741, -2.72232)
H (0.82236, 4.13548, -3.31467)
O (-0.36801, 0.67792, 3.86989)
H (-1.29544, 0.44338, 3.90310)
H (-0.29657, 1.45366, 4.42609)
O (2.32544, -4.14157, -1.86906)
H (2.63070, -3.59679, -2.59449)
H (1.80616, -4.82861, -2.28686)
O (0.04565, -0.34989, -0.05247)
H (0.25787, -0.44039, 0.87651)
H (0.35289, -1.16494, -0.44934)

Summary:
2S+1	1
charge	0
Kohn-Sham gap	11.5	eV

Mulliken charges, unit e, in atom order: -0.63 0.31 0.32 -0.63 0.31 0.32 -0.64 0.32 0.32 -0.63 0.31 0.31 -0.64 0.33 0.32 -0.64 0.32 0.32 -0.64 0.31 0.32

Arrangement three

Computed, not measured: a 7-piece molecular cluster, H14O7 overall, with ωB97M-V/def2-TZVPD.

Positions of all 21 atoms, in Å:
O (0.69418, 0.01063, 0.61281)
H (-0.25628, -0.03171, 0.71804)
H (0.82284, 0.41044, -0.24730)
O (-3.02361, -1.30974, 3.68202)
H (-3.28350, -0.42113, 3.92511)
H (-3.80155, -1.84164, 3.84973)
O (-2.80773, 0.29342, -0.00494)
H (-3.63026, 0.31963, -0.49382)
H (-2.94360, -0.38433, 0.65720)
O (0.74034, 2.18858, 3.51307)
H (0.90489, 2.93039, 2.93095)
H (0.60885, 1.44574, 2.92390)
O (4.16190, -1.43291, 0.57130)
H (4.45387, -1.78360, -0.27012)
H (3.23815, -1.22183, 0.43580)
O (0.34573, -2.15431, -3.92527)
H (0.30811, -1.29947, -3.49624)
H (-0.29125, -2.09377, -4.63719)
O (1.30310, 1.77827, -3.40940)
H (1.88822, 2.53536, -3.38336)
H (0.56757, 2.06199, -3.95230)

Summary:
2S+1	1
charge	0
Kohn-Sham gap	11.2	eV

Mulliken charges, unit e, in atom order: -0.61 0.31 0.31 -0.64 0.33 0.32 -0.63 0.30 0.33 -0.65 0.31 0.33 -0.64 0.31 0.31 -0.63 0.31 0.31 -0.61 0.30 0.32

Arrangement four

Computed, not measured: H14O7 as an isolated structure, with ωB97M-V/def2-TZVPD.

Positions of all 21 atoms, in Å:
H (-2.17094, 3.00197, 0.10068)
H (-0.23252, 2.92458, 0.38789)
H (-1.08708, 1.02545, -1.15045)
H (-1.71724, -0.52965, -0.94090)
H (-0.77679, 0.53839, 1.98535)
H (-2.21899, 0.11972, 1.43282)
H (-1.00029, -3.25350, 1.14174)
H (-0.82044, -1.80930, 1.60432)
H (2.22068, -0.93053, -0.76279)
H (1.00025, -1.30132, 0.08843)
H (2.02076, -1.36284, -3.02096)
H (0.87054, -0.28597, -2.81594)
H (1.99199, 1.69014, 1.29918)
H (1.62063, 0.54749, 0.60364)
O (-1.11549, 2.23324, 0.02986)
O (-1.34616, 0.10002, -1.68248)
O (-1.47553, -0.32821, 1.97146)
O (-0.59658, -2.34618, 0.88014)
O (1.80050, -0.66267, 0.18382)
O (1.78618, -0.59108, -2.55770)
O (1.24654, 1.22025, 1.22188)

Summary:
2S+1	1
charge	0
Kohn-Sham gap	10.2	eV

Mulliken charges, unit e, in atom order: 0.35 0.38 0.43 0.30 0.39 0.29 0.30 0.34 0.42 0.35 0.31 0.35 0.25 0.36 -0.77 -0.68 -0.72 -0.69 -0.59 -0.68 -0.67

Comparing the structures above, arrangement three comes out on top by 0.149 eV.